{"formula": "C38H104BN8O22", "method": "wB97M-V/def2-TZVPD", "elements": ["O", "C", "O", "B", "O", "C", "O", "O", "C", "O", "C", "O", "O", "C", "C", "C", "O", "C", "N", "H", "H", "H", "H", "H", "H", "H", "H", "H", "H", "H", "C", "C", "C", "O", "C", "N", "H", "H", "H", "H", "H", "H", "H", "H", "H", "H", "H", "C", "C", "C", "O", "C", "N", "H", "H", "H", "H", "H", "H", "H", "H", "H", "H", "H", "C", "C", "C", "O", "C", "N", "H", "H", "H", "H", "H", "H", "H", "H", "H", "H", "H", "C", "C", "C", "O", "C", "N", "H", "H", "H", "H", "H", "H", "H", "H", "H", "H", "H", "C", "C", "C", "O", "C", "N", "H", "H", "H", "H", "H", "H", "H", "H", "H", "H", "H", "C", "C", "C", "O", "C", "N", "H", "H", "H", "H", "H", "H", "H", "H", "H", "H", "H", "C", "C", "C", "O", "C", "N", "H", "H", "H", "H", "H", "H", "H", "H", "H", "H", "H", "O", "H", "H", "O", "H", "H", "O", "H", "H", "O", "H", "H", "C", "O", "H", "H", "H", "H", "C", "O", "H", "H", "H", "H"], "xyz": [[1.52592, -0.10125, 1.23862], [0.58163, -0.00924, 0.42530], [0.32801, -0.96176, -0.40519], [-0.66000, -0.45906, -1.37018], [-0.89145, 0.95498, -1.03587], [-0.07956, 1.25422, -0.03658], [-0.02361, 2.36056, 0.51209], [-1.91176, -1.18721, -1.36115], [-2.16307, -1.73294, -2.52598], [-3.17720, -2.41570, -2.88976], [-1.12608, -1.20110, -3.54797], [-0.17808, -0.53870, -2.77095], [-1.17494, -1.40142, -4.79872], [3.07308, -3.33338, -5.92649], [2.01795, -2.19140, -5.96542], [2.26528, -1.08467, -6.95389], [1.18126, -0.11564, -6.98500], [1.22828, 0.91879, -5.96179], [0.70985, -2.80161, -6.39529], [4.08364, -2.93627, -5.83083], [3.03928, -3.94468, -6.82831], [2.87968, -4.00407, -5.08931], [1.97094, -1.77719, -4.95828], [2.48413, -1.45197, -7.95654], [3.16863, -0.55876, -6.64493], [0.90249, 0.46405, -5.02627], [0.54393, 1.72316, -6.23151], [2.26180, 1.26044, -5.90524], [0.46867, -2.33127, -7.25594], [-0.08611, -2.62700, -5.79857], [-0.32996, -6.99913, 4.45698], [-1.29339, -5.88027, 4.57374], [-1.49352, -5.28717, 3.16202], [-0.23367, -4.80403, 2.68147], [-0.24558, -4.22449, 1.35606], [-2.48046, -6.30570, 5.23477], [-0.53142, -7.73875, 3.68207], [-0.16178, -7.58508, 5.36057], [0.70908, -6.68222, 4.36715], [-0.73276, -5.16354, 5.17382], [-2.38002, -4.66779, 3.02568], [-1.64393, -6.10731, 2.45999], [-1.09369, -3.58479, 1.11194], [-0.22117, -5.05358, 0.64886], [0.51939, -3.49335, 1.09462], [-3.31814, -5.79127, 5.00293], [-2.69888, -7.21032, 4.84228], [3.42368, 2.61548, 2.83368], [4.82715, 3.05246, 2.55890], [5.80074, 1.93510, 2.96908], [6.09719, 1.78655, 4.36065], [6.73217, 0.53414, 4.87270], [4.93120, 3.37409, 1.18839], [3.23900, 2.44834, 3.89485], [3.09092, 1.70709, 2.33151], [2.65373, 3.28875, 2.45689], [5.11818, 3.81841, 3.27773], [6.73666, 1.94504, 2.41047], [5.27997, 1.03152, 2.65216], [6.32247, -0.34662, 4.37822], [6.55438, 0.30501, 5.92341], [7.81288, 0.63143, 4.76922], [4.33137, 4.15594, 0.96698], [5.89067, 3.57580, 0.94586], [-3.21848, 3.69321, -0.14201], [-3.23588, 4.25075, -1.58021], [-2.17704, 5.42229, -1.84619], [-2.41612, 6.61880, -1.13838], [-3.60271, 7.31514, -1.55950], [-2.87739, 3.09800, -2.46291], [-4.12214, 3.09525, -0.02393], [-3.21343, 4.45802, 0.63462], [-2.30426, 3.09985, -0.12700], [-4.21713, 4.65017, -1.83661], [-1.94917, 5.53813, -2.90579], [-1.29160, 5.01118, -1.36132], [-4.18180, 7.67395, -0.70863], [-4.36918, 6.73207, -2.07003], [-3.26643, 8.16802, -2.14909], [-2.06868, 2.63724, -2.07073], [-3.54421, 2.35166, -2.32722], [0.33157, 5.71630, 4.48448], [0.14201, 4.63915, 3.42054], [-1.39221, 4.42375, 3.16436], [-2.25008, 4.00909, 4.27383], [-3.62467, 3.87951, 4.09452], [0.94679, 4.97909, 2.26948], [1.36987, 6.04166, 4.54905], [0.08418, 5.25822, 5.44211], [-0.31048, 6.57846, 4.30410], [0.49913, 3.71692, 3.87887], [-1.68963, 3.62891, 2.48035], [-1.82538, 5.39521, 2.92622], [-3.83658, 2.83550, 3.86378], [-4.03294, 4.50287, 3.29901], [-4.16793, 4.06225, 5.02166], [0.81752, 4.31686, 1.51792], [0.55854, 5.81977, 1.86623], [-4.08809, 0.71986, 1.83504], [-4.59117, -0.65208, 2.21921], [-3.67989, -1.75745, 1.55772], [-4.10717, -3.09462, 1.72580], [-5.32477, -3.37896, 1.16825], [-4.52742, -0.63875, 3.66732], [-3.90457, 0.97524, 0.79138], [-3.12730, 0.96981, 2.28505], [-4.69606, 1.49314, 2.30461], [-5.61667, -0.83274, 1.89703], [-2.77556, -1.71222, 2.16457], [-3.45716, -1.60542, 0.50160], [-6.12926, -2.89933, 1.72578], [-5.60117, -4.43278, 1.20263], [-5.42746, -3.05995, 0.13105], [-3.81551, -0.05643, 4.08469], [-4.20804, -1.54432, 3.98042], [1.12957, -2.18375, 4.52409], [2.39482, -1.62996, 5.20547], [3.46678, -1.23394, 4.19933], [3.78412, -2.36196, 3.35161], [4.57390, -2.06489, 2.24148], [1.87345, -0.55209, 5.96455], [0.55083, -1.51141, 3.89077], [0.46151, -2.33452, 5.37206], [1.35207, -3.14506, 4.06098], [2.75652, -2.33554, 5.95343], [4.40941, -1.07328, 4.72252], [3.34640, -0.32262, 3.61358], [4.57666, -2.94480, 1.59816], [5.61391, -1.93853, 2.54232], [4.18592, -1.18912, 1.72130], [1.15686, -0.04191, 5.46825], [1.30077, -0.89768, 6.72132], [4.88301, 0.93293, -3.10596], [4.01089, -0.27977, -2.91840], [4.51825, -1.16766, -1.74515], [4.28745, -2.47362, -2.09323], [3.06917, -3.10175, -1.75160], [2.69598, 0.13448, -2.56701], [5.09179, 1.38706, -2.13732], [4.38161, 1.65570, -3.74962], [5.85979, 0.69296, -3.52601], [3.99356, -0.81598, -3.86723], [4.19810, -0.94282, -0.72778], [5.60642, -1.11767, -1.70666], [3.02954, -4.00519, -2.36013], [2.14654, -2.64221, -2.10607], [2.99916, -3.39798, -0.70496], [2.10903, -0.67387, -2.41816], [2.31831, 0.61013, -3.37398], [1.05659, 4.28769, -0.77704], [1.82060, 3.77542, -1.04182], [0.42546, 3.63649, -0.47070], [-4.99852, 0.24531, -2.47098], [-5.61853, -0.35793, -2.88076], [-4.25596, -0.30548, -2.22308], [0.41289, 1.16616, 3.78537], [0.89408, 0.47111, 3.33636], [0.35094, 1.87054, 3.14020], [-5.00984, -4.36769, -2.59752], [-5.46854, -4.36471, -1.75739], [-4.35885, -3.67046, -2.51799], [-2.54244, -3.09056, -7.67409], [-1.80873, -1.94496, -7.95568], [-3.61063, -2.95615, -7.50379], [-2.29783, -3.80018, -8.46448], [-2.07504, -3.50853, -6.78249], [-2.24320, -1.34605, -7.34402], [-3.96651, 1.05448, -5.68929], [-3.10744, 0.72294, -6.77400], [-4.97003, 0.68014, -5.89157], [-3.51298, 0.72882, -4.75316], [-3.99625, 2.14394, -5.67204], [-2.19321, 0.73613, -6.48139]], "forces_ev_per_a": [[-3.23, 0.65, -1.49], [5.83, -0.07, 2.61], [-1.70, -0.98, -1.50], [0.33, 0.46, -0.28], [0.71, -0.21, 0.12], [-1.72, 2.95, 1.98], [0.05, -2.99, -0.96], [-0.86, -1.27, -0.40], [-4.04, -1.49, -1.93], [4.44, 2.86, 1.78], [1.35, -0.13, -1.47], [-1.81, -1.59, -2.91], [0.89, 0.97, 4.63], [0.00, -0.04, -0.29], [-0.36, -1.72, -0.04], [0.00, 1.93, 0.20], [0.49, -0.77, -0.31], [0.25, -1.35, -0.42], [1.54, 3.04, 0.87], [-0.13, 0.18, 0.10], [-0.03, 0.15, -0.12], [-0.02, 0.19, 0.06], [-0.63, -0.19, 0.17], [-0.49, -0.03, -0.17], [0.31, -0.07, 0.17], [0.05, 0.27, 0.23], [0.16, -0.18, -0.20], [-0.04, 0.35, 0.21], [-0.67, -0.71, -1.50], [-0.86, -0.72, 1.08], [1.90, -1.71, 0.55], [1.07, 1.38, -0.89], [0.72, -1.19, -1.02], [0.18, 2.20, -0.24], [-0.70, -0.47, 0.19], [-1.11, -0.87, 0.03], [-0.22, 0.16, -0.28], [-0.90, -0.02, 0.50], [-0.13, 0.53, -0.83], [-0.45, 0.60, 0.14], [0.30, 0.86, 0.30], [-0.81, -0.70, 0.13], [-0.88, -0.40, 0.48], [0.01, 0.03, -0.32], [0.97, -0.53, 0.93], [0.10, 0.74, 0.04], [-0.07, -0.53, 0.24], [-1.55, -0.33, 0.47], [0.36, -0.71, 2.51], [0.20, -2.34, -0.37], [-0.08, -0.29, 1.40], [-0.59, 1.16, -1.38], [0.74, -0.09, -1.19], [0.04, 0.13, 0.10], [0.76, -0.46, -0.20], [0.32, 0.70, 0.29], [-0.30, 0.90, -0.10], [0.25, 0.43, -0.24], [0.14, -0.52, -0.22], [0.28, 0.11, -0.55], [-0.51, 1.02, 0.13], [0.03, -0.19, -0.35], [0.07, 0.10, -0.09], [0.01, 0.32, -0.23], [-0.13, 1.01, -0.75], [0.93, 0.33, -0.36], [-0.19, -1.99, 1.48], [-1.38, -0.14, -0.33], [0.33, 0.24, 0.36], [-0.29, 0.60, -0.31], [0.21, -0.27, 0.16], [0.12, 0.06, 0.01], [-0.19, -0.11, 0.71], [-0.15, -0.38, -0.18], [-0.39, 0.20, -0.17], [0.45, 0.24, -0.28], [0.51, 0.20, 0.42], [0.53, -0.36, -0.54], [-0.36, 0.03, -0.22], [0.61, 0.39, 0.05], [-0.80, 0.06, -0.18], [-0.12, -0.46, 0.36], [-0.89, -0.47, 1.38], [-1.83, -0.11, 0.36], [2.05, 0.60, 1.85], [0.08, -0.63, -0.50], [-0.77, -0.10, -0.48], [-0.01, -0.06, -0.21], [-0.23, 0.35, 0.14], [-0.02, 0.09, 0.03], [0.33, -0.14, -0.20], [0.94, 0.37, -1.16], [0.16, 0.20, -0.95], [-0.24, -0.18, -0.34], [0.00, 0.24, -0.11], [0.29, 0.39, 0.12], [0.16, -0.34, -0.08], [0.11, 0.54, -0.08], [0.35, 1.15, -0.37], [1.35, -0.02, -0.80], [-0.19, 0.52, 1.17], [0.85, -0.37, 0.61], [-1.85, -0.05, -0.18], [-0.22, -1.41, 0.94], [-0.63, -0.36, -0.24], [0.44, -0.64, 0.26], [-0.49, -0.04, -0.37], [-0.10, 0.31, 0.01], [0.45, 0.06, -0.37], [-0.17, 0.41, -0.08], [-0.24, 0.26, 0.01], [0.69, -0.22, 0.12], [0.21, 0.22, -0.33], [0.10, 0.65, -0.59], [-0.50, -0.55, 0.23], [0.55, -1.69, 0.52], [-1.91, -0.16, -1.50], [1.94, -0.93, 0.23], [-1.37, -0.03, 0.41], [0.12, -0.27, 0.31], [0.21, 2.45, 1.65], [0.61, 0.16, -0.38], [-0.24, -0.53, -0.07], [-0.49, 0.07, -0.40], [0.38, -0.36, -0.52], [-0.03, 0.44, 0.54], [-0.86, 0.04, -0.12], [-0.24, 0.05, -0.17], [0.29, 0.47, -0.03], [0.13, 0.14, -0.24], [0.34, 0.49, -0.59], [0.44, -0.37, 0.45], [0.40, 0.32, 0.27], [1.00, 0.28, 1.53], [1.14, 0.62, -1.20], [-0.75, -2.46, -0.13], [0.13, -0.76, -0.71], [-1.34, 0.59, -0.16], [-0.22, 0.25, 0.03], [0.09, 0.17, -0.02], [-0.07, -0.15, -0.20], [0.41, -0.77, -0.01], [-0.67, 0.53, -0.18], [0.20, 0.29, -0.04], [0.42, -0.41, 0.23], [-0.07, 0.91, 0.37], [-0.05, 0.32, 0.13], [-0.16, 0.05, 0.12], [-0.49, 0.31, 0.06], [0.32, 0.85, -0.55], [0.27, -0.11, -0.02], [-0.22, -0.15, 0.10], [0.08, 0.44, 0.09], [-0.18, -0.20, -0.13], [0.06, -0.26, 0.15], [-0.37, -0.10, 0.39], [0.30, -0.14, -0.37], [0.03, 0.23, -0.25], [-0.39, -0.42, -0.09], [-0.14, -0.12, 0.16], [0.24, 0.24, -0.02], [1.04, -1.89, 0.01], [-0.11, 1.19, 0.08], [0.06, 0.10, -0.26], [-0.64, -0.13, -0.12], [-0.51, -0.55, 0.54], [0.33, 1.32, -0.11], [0.74, 0.99, -0.14], [0.15, -0.95, -0.70], [0.25, -0.26, 0.20], [-0.57, -0.23, 0.14], [-0.37, 0.10, 0.39], [-0.03, 0.21, 0.16]], "lowdin_charge": [0.119, -0.341, 0.248, -0.916, 0.239, -0.298, 0.096, 0.251, -0.282, 0.085, -0.202, 0.184, 0.067, -0.002, -0.303, -0.165, -0.190, -0.038, 0.387, 0.096, 0.087, 0.083, 0.138, 0.146, 0.132, 0.057, 0.103, 0.089, 0.116, 0.085, -0.091, -0.467, -0.178, -0.199, -0.078, 0.051, 0.085, 0.080, 0.083, 0.134, 0.109, 0.115, 0.069, 0.085, 0.071, 0.069, 0.071, -0.068, -0.466, -0.200, -0.190, -0.052, 0.049, 0.095, 0.057, 0.051, 0.139, 0.117, 0.096, 0.049, 0.082, 0.078, 0.081, 0.072, -0.049, -0.367, -0.186, -0.177, -0.096, 0.045, 0.072, 0.070, 0.053, 0.114, 0.119, 0.098, 0.082, 0.074, 0.084, 0.032, 0.040, -0.058, -0.431, -0.134, -0.212, -0.125, 0.060, 0.077, 0.080, 0.078, 0.111, 0.100, 0.118, 0.057, 0.084, 0.088, 0.022, 0.082, -0.077, -0.406, -0.167, -0.187, -0.139, 0.042, 0.061, 0.076, 0.075, 0.123, 0.126, 0.107, 0.086, 0.095, 0.080, 0.068, 0.067, -0.053, -0.414, -0.149, -0.189, -0.124, 0.025, 0.068, 0.075, 0.068, 0.145, 0.101, 0.105, 0.084, 0.080, 0.068, 0.039, 0.073, -0.057, -0.446, -0.187, -0.179, -0.086, 0.077, 0.085, 0.072, 0.082, 0.118, 0.127, 0.127, 0.081, 0.065, 0.093, 0.032, 0.052, -0.054, 0.037, -0.037, -0.035, 0.047, -0.003, -0.044, -0.013, 0.004, -0.059, 0.007, -0.039, -0.160, -0.116, 0.100, 0.086, 0.062, 0.041, -0.129, -0.134, 0.087, 0.056, 0.080, 0.055], "gap_ev": [6.458, 2.326], "charge": 0, "lumo_energy_ev": [-1.78, -5.91], "mol_weight_g_mol": 1036.10, "spin_multiplicity": 2, "e_homo_ev": [-8.24, -8.24]}